An isolated molecule of C5H12N2S. Source: the Open Molecules 2025 dataset; level of theory: the ωB97M-V functional and the def2-TZVPD basis.

The geometry in XYZ format:
```
20
Properties=species:S:1:pos:R:3:forces:R:3:nbo_charge:R:1
C -2.1242 -1.7340 0.2290 -0.2191 -1.1753 4.5713 -0.6247
C -2.0378 -0.3127 0.5264 1.4988 3.1248 -1.4185 -0.2197
N -1.2571 0.3291 -0.5475 -1.5977 1.5708 0.1359 -0.2920
C -1.2346 1.7973 -0.7883 -1.2203 1.1078 3.8858 -0.4173
N -0.0167 -0.2693 -0.5638 -0.3598 0.9307 0.1812 -0.4307
C 1.0432 0.0085 0.1973 2.4042 0.3964 -0.3655 0.1349
C 0.9932 1.1366 1.2497 -0.4199 2.1735 0.9261 -0.7169
S 2.5577 -0.6197 -0.2880 -1.3974 0.2411 0.8463 -0.2131
H -2.7951 -1.9726 1.1084 0.5359 -1.0857 -1.0192 0.2188
H -1.1607 -2.2197 0.4024 -0.2622 -0.1818 -0.0666 0.2163
H -2.5568 -2.0506 -0.6566 -0.9012 -0.1410 -1.8001 0.2221
H -1.5834 0.0234 1.4566 0.3387 -0.9726 0.5972 0.1804
H -2.9550 0.1911 0.5886 -1.7736 0.4442 -0.4189 0.1983
H -0.8387 2.3814 0.2141 -0.9889 -1.0890 -2.7095 0.1597
H -2.2046 2.3956 -1.0121 1.1363 -1.9790 0.2087 0.2217
H -0.5907 1.8908 -1.6026 1.2390 0.7120 -1.1495 0.2130
H -0.0906 -1.0361 -1.1831 1.3059 -0.7782 -0.5460 0.4113
H 0.6962 2.1436 0.6091 1.2198 -2.5566 2.0654 0.2431
H 0.2375 1.0657 2.1627 1.0685 -0.1639 -2.2913 0.2299
H 1.9974 1.3093 1.8147 -1.6071 -0.5782 -1.6329 0.2651
```
Forces are in eV/Å.

Calculated values
* max |F|: 0.0919 Eh/bohr
* molar mass: 132.23 g mol⁻¹
* Kohn-Sham gap: 8.69 eV
* SMILES: CCN(C)NC(C)=S
* E_LUMO: 0.6 eV


A structure of composition C32H35BrGe2PdSe. Source: the Open Molecules 2025 dataset; level of theory: the ωB97M-V functional and the def2-TZVPD basis.

The geometry in XYZ format:
```
72
Properties=species:S:1:pos:R:3:forces:R:3:lowdin_spin:R:1
Pd -0.2287 0.9159 -0.0207 0.4009 0.7885 0.5357 0.4006
Br -0.3437 0.9955 2.6484 0.0868 0.4106 -0.0101 0.0638
C 0.1156 2.8712 2.6749 -0.0325 -0.0946 0.1384 0.0065
C 0.4042 3.4364 3.8804 -0.0140 -0.1932 -0.0094 -0.0026
C 0.6583 4.8193 3.9390 0.0300 0.1232 -0.0297 0.0018
C 0.5954 5.5775 2.8051 0.0408 0.0410 0.0665 0.0002
C 0.3008 4.9967 1.5502 -0.0559 -0.2781 0.0499 0.0092
C 0.2169 5.7739 0.3724 -0.0211 0.1094 -0.1008 -0.0102
C -0.1027 5.2047 -0.8256 -0.0199 0.0699 0.0179 0.0186
C -0.3197 3.8113 -0.9168 0.0124 -0.1022 0.0866 0.0526
C -0.2103 3.0292 0.1962 -0.0275 -0.4674 -0.0283 0.2994
C 0.0686 3.5917 1.4639 -0.0540 0.2231 -0.0481 0.0396
H 0.4280 2.8385 4.7813 -0.0186 -0.0007 -0.0090 0.0006
H 0.8894 5.2705 4.8941 -0.0081 0.0158 -0.0075 0.0001
H 0.7666 6.6459 2.8511 0.0159 -0.0063 0.0083 0.0006
H 0.4018 6.8387 0.4446 -0.0061 -0.0025 -0.0115 -0.0002
H -0.1815 5.8066 -1.7218 0.0011 0.0380 0.0297 0.0025
H -0.5679 3.3855 -1.8830 0.1127 -0.0633 -0.0203 0.0104
C 2.8344 -0.6331 2.0613 -0.8203 -0.2462 0.0815 0.0044
Ge 1.8687 -0.3812 0.3563 1.5365 0.5814 -0.9375 0.0175
C 2.5235 -1.7232 -0.9538 -0.8312 0.0229 0.4395 0.0077
C 1.6919 -2.4670 -1.7829 -0.0735 -0.0397 0.0114 0.0004
C 2.2282 -3.3453 -2.7131 0.0131 -0.0166 -0.0100 0.0001
C 3.6050 -3.4788 -2.8187 -0.0030 0.0048 0.0121 -0.0003
C 4.4403 -2.7391 -1.9928 0.0451 -0.0275 -0.0304 0.0005
C 3.9025 -1.8684 -1.0572 -0.0124 0.1199 0.1434 0.0014
C 2.5116 1.3586 -0.3790 -0.7212 -0.2895 -0.0475 0.0027
C 3.2987 2.1642 0.4097 -0.2224 -0.1770 0.1906 -0.0026
C 3.8499 3.3583 -0.0831 0.1456 0.0957 0.0363 -0.0002
C 3.5976 3.7517 -1.3658 0.0093 -0.0239 0.0590 -0.0022
C 2.7788 2.9729 -2.2157 -0.1421 -0.2247 0.0613 0.0007
C 2.5031 3.3800 -3.5411 -0.0454 0.0457 -0.0777 0.0026
C 1.6869 2.6413 -4.3512 0.0348 0.2136 -0.0316 0.0015
C 1.1150 1.4514 -3.8723 0.0097 -0.1142 0.2138 0.0010
C 1.3850 1.0175 -2.6000 0.2318 -0.1210 -0.2656 0.0080
C 2.2156 1.7627 -1.7233 0.1612 0.0991 -0.1589 0.0095
H 3.8942 -0.4620 1.8794 -0.0127 0.0009 -0.1920 0.0005
H 2.6981 -1.6583 2.4031 0.0449 0.0068 0.0294 0.0000
H 2.4848 0.0417 2.8401 0.0450 0.0203 -0.0531 0.0002
H 0.6136 -2.3600 -1.7141 0.0304 -0.0135 -0.0524 0.0001
H 1.5752 -3.9258 -3.3516 -0.0025 0.0127 -0.0065 0.0000
H 4.0272 -4.1618 -3.5436 0.0109 0.0063 0.0014 0.0000
H 5.5143 -2.8419 -2.0759 -0.0014 0.0034 0.0020 0.0001
H 4.5568 -1.2902 -0.4139 0.0803 -0.0367 -0.0535 0.0002
H 3.5066 1.8731 1.4327 0.0014 0.0799 0.0219 -0.0002
H 4.4791 3.9561 0.5630 0.0043 0.0175 -0.0236 0.0000
H 4.0267 4.6677 -1.7535 -0.0293 0.0260 0.0130 -0.0001
H 2.9545 4.2952 -3.9049 0.0049 -0.0061 -0.0060 0.0001
H 1.4999 2.9537 -5.3700 -0.0296 0.0442 0.0217 0.0000
H 0.4829 0.8606 -4.5229 0.0503 -0.0443 0.0075 0.0000
H 1.0604 0.0239 -2.3209 -0.1995 0.0826 0.1469 0.0008
C -3.9784 -0.8285 2.7104 -0.0882 0.2379 -0.2446 0.0000
Ge -4.3929 0.3371 1.1760 0.0217 0.0375 -0.3716 0.0006
C -6.3282 0.3105 0.8472 0.2042 -0.0444 0.1373 0.0002
C -3.7803 2.2016 1.3129 -0.1185 -0.2987 0.0883 0.0051
C -3.6639 -0.3463 -0.5849 -0.2410 0.3312 0.6803 0.0090
Se -1.7932 -0.7379 -0.9077 0.2798 -0.9042 -0.3303 0.0229
C -1.6215 -2.2378 0.3171 -0.1544 -0.0648 0.0199 0.0062
H -4.5774 -0.4877 3.5558 -0.0038 -0.0065 -0.0034 0.0000
H -2.9348 -0.7989 3.0134 0.0812 0.0172 -0.0213 0.0000
H -4.2627 -1.8573 2.4905 0.0191 -0.0082 -0.0095 0.0000
H -6.8495 0.7326 1.7070 -0.0207 0.0010 -0.0140 0.0000
H -6.6920 -0.7051 0.6933 -0.0034 -0.0052 -0.0047 0.0000
H -6.5749 0.9086 -0.0295 0.0092 0.0056 -0.0102 0.0000
H -3.6487 2.5204 2.3461 0.0292 -0.0066 0.0075 0.0001
H -4.5148 2.8553 0.8415 -0.0112 -0.0306 0.0057 0.0002
H -2.8377 2.3156 0.7840 0.1712 0.0773 0.0061 0.0061
H -3.9303 0.4053 -1.3292 0.0245 -0.0277 -0.0513 -0.0001
H -4.1790 -1.2709 -0.8490 0.0444 -0.0252 -0.0913 0.0010
H -1.7477 -1.8940 1.3382 -0.0184 -0.0034 0.0417 0.0001
H -0.6337 -2.6753 0.1915 0.0006 0.0189 -0.0532 0.0003
H -2.3849 -2.9719 0.0678 0.0184 -0.0149 0.0139 0.0001
```
Forces are in eV/Å.

Calculated values
* max |F|: 0.0368 Eh/bohr
* molar mass: 830.14 g mol⁻¹
* net charge: +1
* Kohn-Sham gap (alpha / beta): 6.09 / 5.96 eV
* ⟨S²⟩: 0.756
* 2S+1: 2
* E_LUMO (alpha / beta): -4.6 / -4.7 eV


A structure of composition C30H24BCoF8N6O5S2. Source: the Open Molecules 2025 dataset; level of theory: the ωB97M-V functional and the def2-TZVPD basis.

The geometry in XYZ format:
```
77
Properties=species:S:1:pos:R:3:forces:R:3:lowdin_charge:R:1
Co -0.2778 -0.4258 1.4451 0.0855 -0.0143 -0.9993 0.6441
C -1.0654 -1.5249 5.3725 -0.0376 0.0347 0.0409 -0.0320
C -1.1215 -0.5704 4.3598 0.0245 0.0167 -0.1473 -0.0628
N -0.5985 -1.0630 3.2401 -0.2527 0.0310 0.2161 0.0205
N -0.2004 -2.3312 3.5089 0.0085 0.0624 0.0770 0.0061
C -0.4707 -2.6213 4.7863 -0.0004 -0.0017 -0.0361 -0.0535
B 0.5798 -3.1621 2.4680 0.0496 -0.0615 -0.1169 -0.4784
N -0.3246 -3.2678 1.2411 -0.0188 0.0356 0.0668 0.0047
C -0.7479 -4.2957 0.4968 -0.0872 -0.0189 0.0590 -0.0423
C -1.6592 -3.8171 -0.4241 -0.0319 -0.0553 0.0571 -0.0226
C -1.7419 -2.4481 -0.1728 -0.0116 0.0373 0.0991 -0.0706
N -0.9341 -2.1390 0.8392 0.2701 -0.1451 -0.1979 0.0006
N 1.7877 -2.2811 2.0860 -0.1245 0.0703 0.1018 0.0175
C 3.0979 -2.3931 2.3341 0.0174 -0.0348 -0.0523 -0.0501
C 3.6900 -1.1631 2.1215 0.0037 -0.0077 -0.0291 -0.0261
C 2.6407 -0.3178 1.7591 0.0263 -0.0173 -0.1501 -0.0867
N 1.5099 -1.0139 1.7340 0.1411 -0.1674 0.2210 -0.0105
H -1.4160 -1.4231 6.3833 0.0008 -0.0003 0.0033 0.1007
H -1.5135 0.4248 4.3951 -0.1035 0.2310 -0.1194 0.1150
H -0.2165 -3.5902 5.1814 -0.0012 0.0068 0.0131 0.1271
H 0.9109 -4.2280 2.8937 0.0090 0.0079 0.0205 0.1235
H -0.3950 -5.2935 0.6966 0.0142 0.0007 -0.0112 0.1264
H -2.2030 -4.3742 -1.1650 0.0110 0.0126 0.0218 0.0954
H -2.3485 -1.6947 -0.6457 0.0175 -0.0339 0.0054 0.0887
H 3.5120 -3.3386 2.6413 0.0001 0.0030 0.0157 0.1266
H 4.7300 -0.9071 2.2168 -0.0030 0.0011 0.0075 0.0999
H 2.6340 0.7318 1.5267 -0.0073 0.0183 0.0082 0.1086
F -3.0364 2.3576 -1.6561 0.0296 0.0026 -0.0446 0.1083
C -3.0740 2.4458 -0.3193 -0.0588 -0.0222 0.0190 -0.6350
F -1.9204 3.0076 0.0757 -0.1633 -0.0591 -0.3244 0.1170
F -4.0637 3.2678 0.0099 0.0138 -0.0008 -0.0316 0.1527
S -3.3599 0.7704 0.4595 -0.1123 -0.2389 0.0076 0.5419
O -4.1553 1.0518 1.6092 -0.1111 -0.2231 -0.0984 -0.2497
O -3.9451 0.0052 -0.6099 -0.0559 0.0462 0.0275 -0.2821
O -1.9864 0.2965 0.7439 0.0611 0.2105 0.2764 -0.3865
F -0.8753 6.5445 2.6888 -0.0024 0.0178 0.0028 0.1157
C -0.5835 5.2535 2.5012 0.0341 0.0031 -0.0082 -0.1487
C 0.6731 4.8707 2.0648 -0.0292 0.0423 -0.0182 -0.1460
F 1.6078 5.7961 1.8286 0.0167 0.0078 0.0028 0.1179
C 0.9577 3.5362 1.8748 -0.0285 0.0210 0.0224 -0.1422
F 2.1976 3.2017 1.4587 0.0032 -0.0132 -0.0439 0.0845
C 0.0269 2.5044 2.0902 0.2492 -0.0217 -0.0036 -0.2464
O 0.4436 1.2793 1.8471 -0.2312 -0.0195 0.2345 -0.1336
C -1.2152 2.9323 2.5606 0.1081 0.0733 0.4021 -0.1624
F -2.1817 2.0457 2.8306 0.2955 0.0462 0.2221 0.0801
C -1.5198 4.2721 2.7503 0.0780 -0.1139 0.1107 -0.1496
F -2.7337 4.6104 3.1881 -0.0138 0.0005 -0.0304 0.1300
O 0.3979 -0.2418 -0.4628 -0.0368 0.0753 0.2407 -0.4822
S -0.1752 0.7936 -1.4250 -0.1500 0.1164 0.0338 1.0659
C -0.0066 0.0323 -3.0425 0.0166 0.0358 -0.0634 -0.2477
C -1.0174 -1.0612 -3.2477 -0.0331 0.0052 -0.0247 -0.2731
C -2.3796 -0.8082 -3.1173 0.0207 0.0496 -0.0831 -0.0616
C -3.3005 -1.8208 -3.3365 -0.0089 -0.0057 -0.0305 -0.0648
C -2.8679 -3.0879 -3.7048 0.0028 0.0285 -0.0052 -0.0907
C -1.5105 -3.3449 -3.8327 0.0193 0.0240 -0.0205 -0.0917
C -0.5880 -2.3363 -3.5951 -0.0020 -0.0298 0.0060 -0.0386
C 1.0785 2.0990 -1.5516 0.0211 0.0386 0.0304 -0.2382
C 2.3191 1.7452 -2.3126 0.0047 -0.0123 -0.0102 -0.2808
C 3.2132 0.7963 -1.8227 0.0059 -0.0187 -0.0062 -0.0347
C 4.3319 0.4414 -2.5611 -0.0075 0.0012 0.0134 -0.0676
C 4.5738 1.0333 -3.7933 -0.0071 0.0143 -0.0069 -0.0837
C 3.6893 1.9820 -4.2856 0.0149 -0.0092 0.0008 -0.0752
C 2.5671 2.3327 -3.5492 -0.0057 0.0052 0.0085 -0.0472
H 1.0159 -0.3307 -3.1437 0.0085 0.0070 0.0234 0.1013
H -0.1542 0.8578 -3.7463 0.0094 -0.0085 -0.0052 0.1202
H -2.7301 0.1724 -2.8161 0.0165 -0.0587 -0.0397 0.0973
H -4.3557 -1.6156 -3.2138 0.0100 0.0059 0.0201 0.1146
H -3.5889 -3.8748 -3.8859 -0.0033 -0.0031 0.0005 0.1052
H -1.1674 -4.3332 -4.1102 0.0052 -0.0039 0.0000 0.1055
H 0.4729 -2.5399 -3.6799 0.0032 -0.0006 -0.0038 0.1163
H 1.2708 2.3274 -0.5017 0.0294 -0.0093 -0.0200 0.0809
H 0.5592 2.9533 -1.9911 -0.0085 -0.0118 -0.0063 0.1088
H 3.0187 0.3202 -0.8717 -0.0066 -0.0065 0.0523 0.0962
H 5.0172 -0.2995 -2.1696 0.0035 0.0036 -0.0045 0.1059
H 5.4502 0.7596 -4.3658 -0.0015 -0.0026 -0.0011 0.1031
H 3.8728 2.4511 -5.2433 0.0004 0.0024 0.0007 0.1049
H 1.8793 3.0758 -3.9369 -0.0034 -0.0027 0.0015 0.1160
```
Forces are in eV/Å.

Calculated values
* max |F|: 0.0195 Eh/bohr
* molar mass: 834.42 g mol⁻¹
* Kohn-Sham gap: 7.50 eV
* E_LUMO: -0.6 eV


For the records above, the corresponding total energy values read -19191.7535, -285645.4152, -132392.9121 eV.
For the records above, the corresponding energy relative to the best compared isomer or geometry (same formula, charge and spin) values read 285.8, 127.2, 108.3 kJ/mol.